Record 1
DFT (ωB97M-V/def2-TZVPD) results for a gas-phase ion, C9H19N6 (charge +1) in a non-equilibrium geometry.

Computed properties:
LUMO level: -2.374 eV
Frontier orbital gap: 9.93 eV
Highest occupied orbital energy: -0.4523 hartree
Electronic energy: -682.514227 Eh
SMILES: CCN(C/C=N/C)N[n+]1ccn(NC)c1
Net charge: +1

Structure (XYZ):
```
34
C9H19N6, DFT ωB97M-V/def2-TZVPD
C -0.573 1.878 -2.131
C -1.382 1.671 -0.860
N -0.577 0.999 0.158
C -1.365 0.509 1.288
C -2.304 -0.571 0.843
N -3.516 -0.511 1.148
C -4.434 -1.530 0.765
N 0.472 1.835 0.555
N 1.654 1.165 0.742
C 2.702 1.572 1.497
C 3.714 0.672 1.299
N 3.259 -0.268 0.431
N 4.017 -1.280 -0.084
C 3.310 -2.361 -0.733
C 2.000 0.042 0.095
H -0.240 0.925 -2.532
H -1.191 2.368 -2.877
H 0.295 2.504 -1.939
H -1.757 2.633 -0.486
H -2.237 1.025 -1.058
H -1.948 1.308 1.768
H -0.671 0.082 2.022
H -1.850 -1.387 0.261
H -4.877 -1.940 1.673
H -3.980 -2.337 0.176
H -5.236 -1.060 0.196
H 0.279 2.475 1.331
H 2.679 2.451 2.107
H 4.701 0.651 1.714
H 4.725 -1.584 0.577
H 2.861 -1.997 -1.656
H 4.039 -3.124 -0.990
H 2.537 -2.809 -0.099
H 1.350 -0.482 -0.573
```

Record 2
DFT (ωB97M-V/def2-TZVPD) results for a single C9H19NO molecule in a non-equilibrium geometry.

Computed properties:
LUMO level: 0.809 eV
Frontier orbital gap: 9.79 eV
Highest occupied orbital energy: -0.3301 hartree
Electronic energy: -484.100798 Eh
SMILES: CC1(C)CCCC(C)(C)N1O
Net charge: 0

Structure (XYZ):
```
30
C9H19NO, DFT ωB97M-V/def2-TZVPD
C -0.479 2.626 0.817
C 0.108 1.187 0.392
C 1.334 0.742 1.318
C 0.510 1.404 -1.084
C 0.464 0.309 -2.074
C 0.778 -0.923 -1.221
C -0.355 -1.185 -0.197
C -1.558 -1.886 -0.676
C 0.323 -1.962 1.000
N -0.934 0.164 0.186
O -1.653 0.021 1.452
H -1.546 2.542 0.236
H 0.174 3.485 0.357
H -0.659 2.719 1.989
H 1.788 1.745 2.041
H 1.023 -0.047 2.136
H 2.176 0.275 0.564
H 1.616 1.479 -1.083
H 0.160 2.339 -1.375
H -0.411 0.139 -2.757
H 1.184 0.351 -2.888
H 0.868 -1.870 -1.808
H 1.809 -0.980 -0.675
H -2.313 -1.148 -1.228
H -1.239 -2.925 -1.050
H -2.045 -2.078 0.464
H 0.591 -3.094 0.826
H -0.357 -1.844 1.969
H 1.297 -1.610 1.305
H -2.652 0.024 1.064
```

Record 3
DFT (ωB97M-V/def2-TZVPD) results for a molecular structure, C9H19NO13Tl2 in a non-equilibrium geometry.

Computed properties:
LUMO level (spin up / spin down): -15.474 / -13.455 eV
Expectation value of S²: 1.77
Frontier orbital gap (spin up / spin down): 2.28 / 4.29 eV
Highest occupied orbital energy (spin up / spin down): -0.6523 / -0.6523 hartree
Electronic energy: -1730.737197 Eh
Multiplicity: 2
Net charge: +3

Structure (XYZ):
```
44
C9H19NO13Tl2, DFT ωB97M-V/def2-TZVPD
Tl 1.010 -1.392 2.733
Tl -0.071 -4.376 -1.117
N 3.632 -3.075 -0.001
O 3.285 -2.291 0.833
O 2.819 -3.514 -0.805
O 4.790 -3.391 -0.087
O 0.315 -1.815 0.037
H 0.823 -1.639 -0.779
C -5.251 -3.180 -1.182
O -4.781 -2.062 -1.860
C -3.488 -1.950 -2.210
O -2.615 -2.789 -1.987
O -3.265 -0.747 -2.636
C -1.927 -0.198 -2.820
H -4.763 -4.067 -1.587
H -6.316 -3.322 -1.000
H -4.840 -3.281 -0.178
H -1.404 -0.437 -1.894
H -1.923 0.880 -2.978
H -1.433 -0.797 -3.585
C -2.721 0.648 0.316
O -2.250 1.938 0.807
C -1.094 1.888 1.469
O -0.393 0.990 1.893
O -0.765 3.178 1.661
C 0.426 3.488 2.374
H -2.017 -0.183 0.261
H -3.160 0.756 -0.676
H -3.524 0.299 0.966
H 1.316 3.280 1.780
H 0.393 2.950 3.322
H 0.318 4.539 2.645
C 1.968 0.627 -1.269
O 2.848 1.579 -0.704
C 3.114 1.583 0.577
O 2.658 0.846 1.466
O 3.995 2.660 0.855
C 4.582 2.780 2.108
H 0.925 0.902 -1.113
H 2.208 -0.299 -0.745
H 2.199 0.496 -2.326
H 4.629 1.821 2.625
H 4.184 3.455 2.865
H 5.565 3.223 1.947
```

Record 4
DFT (ωB97M-V/def2-TZVPD) results for 2 unconnected molecules or ions with the total composition C9H19O2S in a non-equilibrium geometry.

Computed properties:
LUMO level: 3.711 eV
Frontier orbital gap: 7.13 eV
Highest occupied orbital energy: -0.1257 hartree
Electronic energy: -902.847753 Eh
Net charge: -1

Structure (XYZ):
```
31
C9H19O2S, DFT ωB97M-V/def2-TZVPD
C -1.980 -0.057 -0.996
C -2.350 2.387 0.011
C -2.323 -2.057 0.537
C 1.528 -1.545 -0.791
C 2.902 0.398 -1.136
C 2.787 -0.613 1.237
C -2.231 1.417 -1.236
C -2.310 -0.530 0.269
C 2.136 -0.414 -0.057
O 0.140 0.057 1.743
O 1.628 1.992 0.967
S 0.750 0.882 0.618
H -2.439 3.457 -0.222
H -3.127 1.980 0.757
H -1.394 2.291 0.590
H -3.207 -2.481 0.142
H -2.359 -2.289 1.590
H -1.530 -2.637 0.140
H 0.680 -1.213 -1.452
H 2.429 -2.056 -1.177
H 0.926 -2.237 -0.024
H 3.747 -0.189 -1.630
H 3.367 1.321 -0.764
H 2.218 0.688 -1.885
H 2.945 0.431 1.531
H 2.144 -1.065 1.989
H 3.694 -1.090 1.155
H -3.190 1.448 -1.693
H -1.538 2.010 -1.923
H -2.868 0.032 1.085
H -1.175 -0.317 0.624
```

Record 5
DFT (ωB97M-V/def2-TZVPD) results for a single C9H19P molecule in a non-equilibrium geometry.

Computed properties:
LUMO level: 1.055 eV
Frontier orbital gap: 9.74 eV
Highest occupied orbital energy: -0.3192 hartree
Electronic energy: -695.553437 Eh
SMILES: CC(C)[C@H](C)[C@@H]1[C@H](C)P1C
Net charge: 0

Structure (XYZ):
```
29
C9H19P, DFT ωB97M-V/def2-TZVPD
C 2.140 0.187 2.551
C 0.816 -0.009 1.780
C -0.383 0.857 2.331
C 0.945 -0.016 0.219
C 1.398 1.227 -0.467
C -0.645 -0.397 -0.460
C -0.760 -1.084 -1.828
C 0.475 -1.241 -2.649
P -1.507 0.624 -1.675
C -3.261 0.116 -1.350
H 2.972 -0.472 2.313
H 2.482 1.126 2.323
H 1.771 0.139 3.548
H 0.343 -1.097 1.831
H 0.002 1.862 2.767
H -0.902 0.255 3.152
H -1.148 0.940 1.649
H 1.586 -0.884 -0.001
H 1.017 1.362 -1.415
H 1.306 2.160 0.151
H 2.585 1.113 -0.562
H -1.245 -0.967 0.249
H -1.552 -1.793 -2.139
H 0.285 -0.694 -3.617
H 0.785 -2.273 -2.861
H 1.254 -0.711 -2.062
H -3.103 -0.739 -0.616
H -3.764 -0.453 -2.260
H -3.892 0.862 -0.903
```

Record 6
DFT (ωB97M-V/def2-TZVPD) results for 2 unconnected molecules or ions with the total composition C9H19PS2 in a non-equilibrium geometry.

Computed properties:
LUMO level (spin up / spin down): -0.974 / -0.971 eV
Frontier orbital gap (spin up / spin down): 6.50 / 6.51 eV
Highest occupied orbital energy (spin up / spin down): -0.2747 / -0.2748 hartree
Electronic energy: -1491.908480 Eh
Net charge: 0

Structure (XYZ):
```
31
C9H19PS2, DFT ωB97M-V/def2-TZVPD
C 2.553 0.250 0.244
C 1.767 -0.094 -0.772
C 2.563 -0.371 1.632
C 3.720 1.145 -0.064
C -4.331 -0.712 -0.443
C -0.651 1.581 1.918
C 0.817 -0.420 -3.414
C -2.915 -1.385 -0.434
C -1.624 0.374 1.796
P -1.777 0.109 -0.117
S 2.093 0.447 -2.477
S 0.652 -1.386 -0.527
H 3.032 0.270 2.353
H 1.468 -0.684 2.010
H 2.902 -1.386 1.570
H 4.633 0.909 0.573
H 4.019 0.870 -1.184
H 3.622 2.293 -0.130
H -4.337 0.232 -0.999
H -5.074 -1.409 -0.845
H -4.506 -0.544 0.568
H 0.379 1.420 1.605
H -1.158 2.293 1.428
H -0.345 1.897 2.873
H -0.157 0.025 -3.388
H 0.647 -1.400 -3.010
H 1.091 -0.518 -4.453
H -2.457 -1.858 -1.250
H -2.807 -1.998 0.419
H -2.700 0.504 2.190
H -1.120 -0.453 2.326
```

Record 7
DFT (ωB97M-V/def2-TZVPD) results for a molecular structure, C9H20AlCl12IO3P in a non-equilibrium geometry.

Computed properties:
LUMO level: 1.895 eV
Frontier orbital gap: 7.13 eV
Highest occupied orbital energy: -0.1924 hartree
Electronic energy: -6984.495106 Eh
Net charge: -1

Structure (XYZ):
```
47
C9H20AlCl12IO3P, DFT ωB97M-V/def2-TZVPD
C -0.923 1.331 -2.154
Al 0.746 2.580 -1.974
O 1.333 2.798 -0.161
C 0.149 3.481 0.459
C -0.596 4.390 -0.686
P -1.406 6.072 -0.148
O -2.086 5.942 1.463
I -3.308 6.303 -1.765
O 0.176 4.415 -1.967
H -1.531 1.481 -1.147
H -1.559 1.765 -3.064
H -0.617 0.210 -2.350
H 1.931 2.275 -2.995
H -0.512 2.542 0.773
H 0.407 4.077 1.457
H -1.573 3.762 -0.949
H -1.351 6.198 2.099
C 0.708 -0.220 1.004
Cl -0.948 -0.306 0.390
Cl 0.843 -1.005 2.582
H 1.376 -0.721 0.299
H 0.996 0.829 1.103
C -4.372 0.562 -1.553
Cl -4.390 0.292 -3.300
Cl -4.397 2.288 -1.175
H -5.252 0.088 -1.110
H -3.465 0.119 -1.134
C 1.428 -4.190 0.911
Cl 2.668 -3.361 -0.037
Cl 0.108 -4.753 -0.122
H 1.878 -5.051 1.412
H 1.027 -3.498 1.655
C 3.746 -3.302 3.750
Cl 2.062 -3.369 4.283
Cl 4.346 -4.913 3.336
H 3.815 -2.659 2.869
H 4.359 -2.891 4.556
C -5.858 -3.089 -3.308
Cl -5.984 -2.428 -1.673
Cl -6.856 -2.172 -4.443
H -4.816 -3.041 -3.632
H -6.194 -4.128 -3.298
C 6.891 -1.677 1.877
Cl 5.236 -1.763 1.263
Cl 7.026 -2.462 3.455
H 7.559 -2.178 1.172
H 7.180 -0.627 1.976
```

Record 8
DFT (ωB97M-V/def2-TZVPD) results for a gas-phase ion, C9H20B2BrN2O2S (charge +1) in a non-equilibrium geometry.

Computed properties:
LUMO level: -4.369 eV
Frontier orbital gap: 8.46 eV
Highest occupied orbital energy: -0.4713 hartree
Electronic energy: -3636.665973 Eh
Net charge: +1

Structure (XYZ):
```
37
C9H20B2BrN2O2S, DFT ωB97M-V/def2-TZVPD
C 0.402 -1.973 -1.793
B -0.832 -1.104 -1.281
O -2.051 -1.786 -1.112
C -0.852 0.465 -0.883
C -0.869 0.892 0.635
B -1.747 0.041 1.681
O -2.914 0.658 2.233
N -1.343 -1.299 2.069
C -2.011 -1.751 3.319
C 0.121 -1.373 2.299
S -1.346 2.668 0.305
C -0.098 2.666 -1.019
N 0.056 1.450 -1.504
C 1.059 1.335 -2.582
C 2.543 1.390 -2.043
C 2.730 0.692 -0.657
Br 3.205 3.244 -1.883
H 1.199 -2.103 -1.025
H 0.026 -3.005 -1.982
H 0.857 -1.638 -2.743
H -2.774 -1.165 -0.985
H -1.869 0.797 -1.244
H 0.222 1.012 0.840
H -2.567 1.168 2.977
H -3.108 -1.620 3.277
H -1.588 -1.271 4.227
H -1.836 -2.848 3.389
H 0.560 -0.447 2.733
H 0.675 -1.567 1.349
H 0.397 -2.212 2.971
H 0.430 3.580 -1.333
H 0.890 0.494 -3.274
H 0.953 2.251 -3.204
H 3.151 0.845 -2.784
H 2.590 1.379 0.204
H 3.749 0.255 -0.649
H 1.991 -0.123 -0.528
```